(1)
The following is a DFT calculation (ωB97M-V with the def2-TZVPD basis set) of C22H26NS2 as an isolated structure in a non-equilibrium geometry.

The geometry in ORCA input format:
```
! wB97M-V def2-TZVPD RIJCOSX def2/J DEFGRID3
* xyz 1 1
C 3.940 -1.917 -1.828
C 3.045 -1.044 -2.451
C 1.766 -0.870 -1.914
C 1.435 -1.431 -0.679
C 0.148 -1.061 0.061
C -0.635 0.064 -0.606
N -1.898 -0.167 -0.928
C -2.513 -1.510 -0.925
C -3.970 -1.288 -1.351
C -4.251 0.205 -1.174
C -2.891 0.905 -1.145
C -0.039 1.356 -0.927
C 0.918 2.006 -0.111
C 1.561 3.169 -0.536
C 1.204 3.777 -1.743
C 0.226 3.180 -2.552
C -0.326 1.955 -2.187
C 2.257 -2.435 -0.161
C 3.512 -2.665 -0.727
H 4.934 -2.070 -2.255
H 3.313 -0.490 -3.355
H 1.033 -0.254 -2.431
H -0.456 -1.977 0.073
H -1.990 -2.185 -1.617
H -2.487 -1.956 0.079
H -4.089 -1.583 -2.399
H -4.651 -1.908 -0.760
H -4.873 0.610 -1.976
H -4.771 0.388 -0.229
H -2.834 1.679 -0.364
H -2.723 1.406 -2.106
H 1.161 1.603 0.872
H 2.349 3.590 0.098
H 1.687 4.707 -2.044
H -0.083 3.652 -3.487
H -0.960 1.422 -2.899
H 1.907 -3.027 0.693
H 4.160 -3.433 -0.293
C 0.340 -0.177 4.674
C -0.521 0.654 3.727
S -1.163 -0.269 2.318
C 0.393 -0.681 1.444
S 0.906 -1.929 2.650
C 1.513 -0.749 3.892
H 0.696 0.444 5.498
H -0.261 -0.991 5.088
H -1.450 0.986 4.206
H 0.022 1.530 3.350
H 1.126 0.119 1.520
H 2.107 0.036 3.415
H 2.174 -1.374 4.500
*
```

Calculated values
Highest occupied orbital energy: -10.35 eV
Energy above the lowest of the compared OMol25 structures with the same formula, charge and spin: 0.0 kcal per mole
Calculated total energy: -46389.6224 eV
Frontier orbital gap: 6.24 eV


(2)
The following is a DFT calculation (ωB97M-V with the def2-TZVPD basis set) of C22H27BiFO6SSbSe4 as an isolated structure in a non-equilibrium geometry.

The geometry in ORCA input format:
```
! wB97M-V def2-TZVPD RIJCOSX def2/J DEFGRID3
* xyz -2 1
Bi -0.156 -1.599 -1.096
C 1.065 1.692 -0.507
O 1.578 0.621 -1.258
C 2.987 0.627 -1.360
C 3.365 -0.369 -2.457
O 2.832 -1.646 -2.204
C 3.563 -2.548 -1.419
C 2.826 -2.904 -0.127
O 1.622 -3.560 -0.469
C 1.054 -4.274 0.609
H 1.344 2.644 -0.973
H 1.445 1.669 0.520
H -0.019 1.586 -0.497
H 3.439 0.353 -0.387
H 3.350 1.624 -1.643
H 4.455 -0.413 -2.578
H 2.917 -0.049 -3.410
H 4.553 -2.142 -1.180
H 3.671 -3.464 -2.013
H 2.608 -2.005 0.471
H 3.452 -3.587 0.464
H 1.782 -4.998 0.996
H 0.181 -4.792 0.221
H 0.735 -3.583 1.401
C 0.300 -1.332 1.040
C -0.253 -0.376 1.616
C -0.848 0.624 2.351
C -2.264 0.530 2.610
C -2.859 1.196 3.694
C -4.212 1.103 3.935
C -5.022 0.335 3.112
C -4.451 -0.338 2.039
C -3.098 -0.256 1.796
C -0.092 1.790 2.723
C 1.275 1.717 3.049
C 1.993 2.846 3.383
C 1.391 4.097 3.385
C 0.052 4.198 3.023
C -0.674 3.073 2.706
H -2.234 1.782 4.355
H -4.642 1.628 4.782
H -6.086 0.267 3.305
H -5.080 -0.930 1.387
H -2.670 -0.763 0.943
H 1.750 0.743 3.051
H 3.042 2.755 3.649
H 1.961 4.979 3.646
H -0.414 5.174 2.964
H -1.708 3.166 2.401
C -3.109 1.059 -3.543
S -1.822 0.050 -2.826
O -0.546 0.481 -3.368
O -2.085 -1.327 -3.145
O -1.821 0.244 -1.372
H -3.196 0.813 -4.597
H -2.831 2.095 -3.407
H -4.018 0.819 -3.006
F -1.446 -3.170 -0.581
Se 1.627 0.465 -5.759
Sb -0.046 -1.150 -5.064
Se 1.053 -3.490 -5.665
Se -2.002 -1.065 -6.499
Se 0.433 -2.713 -3.213
*
```

Calculated values
Highest occupied orbital energy: -1.17 eV
Energy above the lowest of the compared OMol25 structures with the same formula, charge and spin: 74.4 kcal per mole
Calculated total energy: -322850.3458 eV
Frontier orbital gap: 5.13 eV


(3)
The following is a DFT calculation (ωB97M-V with the def2-TZVPD basis set) of C22H27ClCrN9OP as an isolated structure in a non-equilibrium geometry.

The geometry in ORCA input format:
```
! wB97M-V def2-TZVPD RIJCOSX def2/J DEFGRID3
* xyz 3 4
Cr -0.231 0.753 0.541
C 0.709 -1.150 5.578
N 0.275 -0.226 4.528
C -0.301 0.994 4.740
C -0.548 1.528 3.510
N -0.117 0.644 2.554
C 0.381 -0.416 3.200
P 1.058 -1.927 2.416
C 2.114 -1.019 1.223
N 1.688 0.039 0.533
C 2.753 0.497 -0.200
C 3.832 -0.293 0.066
N 3.416 -1.237 0.964
C 4.236 -2.329 1.494
C -0.343 -2.122 1.241
N -0.923 -1.118 0.576
C -1.948 -1.647 -0.167
C -1.990 -2.988 0.065
N -0.983 -3.268 0.951
C -0.635 -4.598 1.456
H 0.515 -0.700 6.546
H 1.776 -1.346 5.497
H 0.160 -2.087 5.512
H -0.493 1.381 5.727
H -0.990 2.480 3.267
H 2.684 1.352 -0.852
H 4.846 -0.244 -0.294
H 5.228 -2.268 1.058
H 3.801 -3.290 1.227
H 4.320 -2.256 2.575
H -2.580 -1.038 -0.792
H -2.657 -3.748 -0.307
H -1.301 -5.332 1.014
H -0.741 -4.636 2.538
H 0.387 -4.851 1.183
Cl -5.402 3.043 1.653
C -3.787 3.187 1.135
C -3.239 4.423 0.803
C -1.912 4.488 0.402
C -1.183 3.320 0.330
N -1.715 2.126 0.644
C -2.988 2.056 1.044
H -3.848 5.316 0.856
H -1.459 5.434 0.141
H -0.142 3.337 0.006
H -3.381 1.079 1.299
N -0.258 0.830 -1.429
C -0.053 0.674 -2.567
N 0.179 0.519 -3.817
C -0.132 -0.746 -4.525
C -0.642 -0.417 -5.927
O 0.261 0.429 -6.595
C 0.374 1.682 -5.963
C 0.975 1.522 -4.570
H -0.883 -1.301 -3.967
H 0.783 -1.337 -4.603
H -1.637 0.042 -5.865
H -0.709 -1.338 -6.502
H -0.604 2.173 -5.892
H 1.039 2.293 -6.569
H 0.962 2.472 -4.038
H 2.002 1.160 -4.655
*
```

Calculated values
Highest occupied orbital energy (alpha / beta): -16.92 / -16.93 eV
Energy above the lowest of the compared OMol25 structures with the same formula, charge and spin: 0.0 kcal per mole
Calculated total energy: -88920.7870 eV
Frontier orbital gap (alpha / beta): 6.94 / 7.68 eV


(4)
The following is a DFT calculation (ωB97M-V with the def2-TZVPD basis set) of C22H27ClORu as an isolated structure in a non-equilibrium geometry.

The geometry in ORCA input format:
```
! wB97M-V def2-TZVPD RIJCOSX def2/J DEFGRID3
* xyz 0 5
C 0.050 -0.186 -3.512
C 1.255 -0.790 -3.027
C 2.028 0.258 -2.360
H 1.591 -1.796 -3.226
C 1.258 1.467 -2.407
C -0.007 1.165 -3.018
H -0.871 1.838 -3.034
H -0.694 -0.650 -4.137
H 3.024 0.170 -1.960
H 1.518 2.443 -1.973
Ru 0.166 -0.159 -1.152
Cl 0.612 -2.298 -0.741
C 4.829 -2.117 0.152
C 5.196 -0.736 0.155
C 5.604 -0.383 -1.170
H 5.192 -0.073 1.016
C 5.490 -1.550 -1.990
C 5.013 -2.621 -1.173
H 4.842 -3.643 -1.499
H 4.493 -2.691 1.010
H 5.962 0.589 -1.492
H 5.745 -1.613 -3.045
C 0.279 2.135 3.541
C -0.056 0.792 2.897
C 0.230 -0.447 3.776
C -1.477 0.771 2.331
C -2.621 1.137 3.027
C -3.887 1.205 2.422
C -4.080 0.664 1.147
C -2.960 0.256 0.426
C -3.016 -0.297 -0.989
C -3.887 -1.558 -1.035
C -3.541 0.761 -1.939
C -1.685 0.549 0.943
O -0.704 0.961 0.084
H -0.280 2.357 4.448
H 0.088 2.928 2.808
H 1.333 2.181 3.828
H 0.651 0.698 2.058
H -0.380 -0.490 4.684
H 0.024 -1.356 3.186
H 1.283 -0.493 4.098
H -2.507 1.458 4.070
H -4.720 1.639 2.986
H -5.081 0.634 0.721
H -1.955 -0.591 -1.284
H -4.906 -1.365 -0.675
H -3.986 -1.948 -2.057
H -3.432 -2.325 -0.402
H -2.939 1.674 -1.848
H -3.504 0.421 -2.983
H -4.579 1.026 -1.687
*
```

Calculated values
Highest occupied orbital energy (alpha / beta): -7.49 / -7.78 eV
Energy above the lowest of the compared OMol25 structures with the same formula, charge and spin: 13.6 kcal per mole
Calculated total energy: -40399.9613 eV
Frontier orbital gap (alpha / beta): 7.39 / 5.80 eV


(5)
The following is a DFT calculation (ωB97M-V with the def2-TZVPD basis set) of C22H27CoN6OS as an isolated structure.

The geometry in ORCA input format:
```
! wB97M-V def2-TZVPD RIJCOSX def2/J DEFGRID3
* xyz 2 1
Co 0.443 -0.020 -0.148
C -2.417 4.061 -2.848
C -1.242 4.415 -1.951
N -1.336 3.784 -0.634
C -0.910 2.571 -0.324
S -0.100 1.610 -1.541
N -1.144 2.129 0.903
N -0.695 0.878 1.107
C -0.847 0.311 2.263
C -1.581 0.926 3.404
C -0.223 -1.017 2.373
C -0.322 -1.820 3.499
C 0.273 -3.074 3.488
C 0.948 -3.500 2.354
C 1.015 -2.645 1.269
N 0.453 -1.435 1.281
H -2.290 4.524 -3.826
H -3.355 4.420 -2.424
H -2.491 2.981 -2.988
H -1.186 5.489 -1.783
H -0.296 4.112 -2.401
H -1.863 4.254 0.089
H -1.914 1.925 3.147
H -0.947 0.976 4.291
H -2.452 0.317 3.660
H -0.866 -1.473 4.365
H 0.201 -3.715 4.356
H 1.416 -4.473 2.306
H 1.539 -2.928 0.363
O 1.940 0.862 0.791
C 3.225 0.276 0.521
C 3.164 -0.252 -0.882
C 4.315 -0.452 -1.622
C 4.207 -0.857 -2.941
C 2.942 -1.013 -3.489
C 1.842 -0.800 -2.688
N 1.939 -0.463 -1.392
H 1.890 1.247 1.674
H 3.429 -0.527 1.236
H 3.998 1.037 0.609
H 5.281 -0.269 -1.171
H 5.092 -1.015 -3.541
H 2.805 -1.283 -4.526
H 0.850 -0.873 -3.111
N -0.899 -1.162 -1.069
C -2.263 -0.706 -1.357
C -3.119 -0.367 -0.323
C -4.406 0.053 -0.624
C -4.827 0.135 -1.944
C -3.961 -0.216 -2.970
C -2.674 -0.643 -2.676
H -0.492 -1.447 -1.953
H -0.961 -2.014 -0.515
H -2.798 -0.436 0.707
H -5.084 0.314 0.177
H -5.832 0.462 -2.173
H -4.287 -0.166 -4.000
H -2.001 -0.921 -3.480
*
```

Calculated values
Highest occupied orbital energy: -13.84 eV
Energy above the lowest of the compared OMol25 structures with the same formula, charge and spin: 12.7 kcal per mole
Calculated total energy: -82690.2601 eV
Frontier orbital gap: 7.46 eV


(6)
The following is a DFT calculation (ωB97M-V with the def2-TZVPD basis set) of one molecule with the formula C22H27FN4O2.

The geometry in ORCA input format:
```
! wB97M-V def2-TZVPD RIJCOSX def2/J DEFGRID3
* xyz 0 1
C 1.841 1.445 -4.649
C 3.212 0.833 -4.374
N 3.396 0.594 -2.949
C 4.164 1.615 -2.271
C 5.678 1.595 -2.526
C 3.748 -0.763 -2.600
C 2.540 -1.702 -2.730
N 1.513 -1.415 -1.763
C 0.268 -1.007 -2.109
O -0.084 -0.888 -3.270
C -0.650 -0.795 -0.972
C -2.028 -1.057 -1.056
C -2.812 -1.550 -2.211
N -2.577 -0.811 0.134
C -1.622 -0.368 1.020
C -1.877 -0.064 2.366
C -3.044 -0.138 3.081
C -4.396 -0.524 2.651
O -4.822 -0.863 1.550
N -5.201 -0.444 3.756
C -4.496 -0.042 4.874
C -4.935 0.146 6.168
C -4.005 0.551 7.115
C -2.687 0.751 6.738
F -1.801 1.144 7.682
C -2.231 0.567 5.444
C -3.155 0.162 4.495
C -0.393 -0.338 0.330
C 0.900 0.157 0.884
H 1.057 0.770 -4.318
H 1.734 2.386 -4.117
H 1.720 1.630 -5.714
H 3.992 1.499 -4.764
H 3.296 -0.113 -4.917
H 3.986 1.511 -1.195
H 3.759 2.582 -2.580
H 5.891 1.665 -3.590
H 6.147 2.440 -2.025
H 6.122 0.678 -2.145
H 4.565 -1.169 -3.221
H 4.083 -0.772 -1.558
H 2.076 -1.595 -3.711
H 2.881 -2.739 -2.606
H 1.749 -1.505 -0.790
H -2.587 -2.599 -2.399
H -3.876 -1.445 -2.018
H -2.532 -0.996 -3.103
H -3.560 -0.916 0.414
H -1.008 0.257 2.927
H -6.184 -0.657 3.735
H -5.966 -0.016 6.442
H -4.291 0.713 8.142
H -1.192 0.737 5.210
H 1.531 0.542 0.086
H 1.436 -0.639 1.407
H 0.724 0.958 1.598
*
```

Calculated values
Highest occupied orbital energy: -7.47 eV
Energy above the lowest of the compared OMol25 structures with the same formula, charge and spin: 11.6 kcal per mole
Calculated total energy: -36026.7081 eV
Frontier orbital gap: 6.98 eV
Structure (SMILES): CCN(CC)CCNC(=O)c1c(C)[nH]c(/C=C2\C(=O)Nc3ccc(F)cc32)c1C


(7)
The following is a DFT calculation (ωB97M-V with the def2-TZVPD basis set) of C22H27LaNO3P2 as an isolated structure in a non-equilibrium geometry.

The geometry in ORCA input format:
```
! wB97M-V def2-TZVPD RIJCOSX def2/J DEFGRID3
* xyz 1 1
C 1.973 1.727 -3.176
C 1.490 1.864 -1.884
C 0.080 2.057 -1.694
C -0.827 1.727 -2.777
C -0.276 1.478 -4.056
C 1.092 1.534 -4.263
C -2.186 1.604 -2.468
C -2.636 1.666 -1.145
C -1.655 2.018 -0.147
C -1.968 1.797 1.232
C -3.282 1.588 1.613
C -4.280 1.378 0.638
C -3.953 1.370 -0.707
H 3.055 1.736 -3.349
H -0.960 1.234 -4.877
H 1.508 1.416 -5.266
H -2.883 1.280 -3.244
H -3.527 1.557 2.680
H -5.300 1.200 0.971
H -4.707 1.122 -1.460
N -0.416 2.433 -0.503
La 0.963 -2.473 -0.141
C 2.393 1.703 -0.667
H 1.995 2.323 0.155
H 3.415 1.992 -0.932
C -0.807 1.714 2.219
H 0.011 2.335 1.835
H -1.145 2.066 3.206
P 2.456 -0.019 -0.001
P -0.113 0.040 2.468
C -1.348 -0.901 3.365
H -1.015 -1.943 3.441
H -1.478 -0.474 4.371
H -2.305 -0.878 2.821
C 1.281 0.339 3.565
H 0.880 0.572 4.563
H 1.928 -0.535 3.634
H 1.873 1.196 3.211
C 3.183 -0.952 -1.412
H 4.138 -0.467 -1.654
H 3.419 -2.011 -1.150
H 2.537 -0.925 -2.306
C 3.882 0.048 1.141
H 3.965 -0.882 1.725
H 4.809 0.192 0.565
H 3.743 0.885 1.840
C 2.042 -2.737 2.000
O 2.412 -2.836 3.096
H 0.281 -0.959 1.185
C -2.401 -4.396 -0.706
C -1.447 -4.262 -1.855
O -1.666 -4.640 -2.989
O -0.295 -3.646 -1.447
H -3.269 -4.986 -1.019
H -2.752 -3.393 -0.400
H -1.907 -4.877 0.153
*
```

Calculated values
Highest occupied orbital energy (alpha / beta): -8.85 / -9.10 eV
Energy above the lowest of the compared OMol25 structures with the same formula, charge and spin: 3.5 kcal per mole
Calculated total energy: -50313.5674 eV
Frontier orbital gap (alpha / beta): 5.08 / 5.35 eV


(8)
The following is a DFT calculation (ωB97M-V with the def2-TZVPD basis set) of C22H27MnNO2P2 as an isolated structure in a non-equilibrium geometry.

The geometry in ORCA input format:
```
! wB97M-V def2-TZVPD RIJCOSX def2/J DEFGRID3
* xyz 2 4
C 3.731 1.465 0.966
C 2.608 1.266 0.189
C 2.413 -0.089 -0.258
C 2.942 -1.195 0.502
C 3.900 -0.893 1.508
C 4.373 0.401 1.619
C 2.444 -2.472 0.175
C 1.544 -2.662 -0.897
C 1.120 -1.465 -1.592
C 0.002 -1.541 -2.494
C -0.266 -2.772 -3.065
C 0.236 -3.969 -2.487
C 1.019 -3.916 -1.345
H 4.051 2.489 1.100
H 4.226 -1.689 2.170
H 5.298 0.598 2.181
H 2.465 -3.236 0.938
H -0.961 -2.785 -3.912
H 0.049 -4.908 -3.023
H 1.243 -4.838 -0.771
N 1.807 -0.314 -1.434
Mn -1.715 0.869 0.666
C 1.618 2.389 -0.112
H 1.369 2.536 -1.191
H 2.073 3.347 0.211
C -0.873 -0.317 -2.783
H -0.287 0.571 -3.124
H -1.592 -0.618 -3.568
P -0.005 2.177 0.850
P -1.973 0.233 -1.410
C -3.380 -0.919 -1.508
H -4.191 -0.575 -0.853
H -3.710 -0.954 -2.555
H -3.062 -1.907 -1.150
C -2.638 1.850 -1.954
H -3.326 1.621 -2.774
H -3.165 2.339 -1.120
H -1.793 2.472 -2.275
C 0.577 2.480 2.578
H 1.111 3.429 2.709
H -0.282 2.482 3.257
H 1.241 1.677 2.914
C -0.927 3.731 0.490
H -1.917 3.664 0.971
H -0.384 4.610 0.867
H -1.075 3.807 -0.596
C -3.104 1.096 1.767
O -4.042 1.749 2.074
H -1.249 -0.486 1.157
C -1.114 -1.701 3.161
C -1.418 -1.592 1.730
O -1.762 -2.441 0.923
H -0.615 -0.804 3.540
H -0.491 -2.571 3.481
H -2.146 -1.720 3.559
*
```

Calculated values
Highest occupied orbital energy (alpha / beta): -13.21 / -13.22 eV
Energy above the lowest of the compared OMol25 structures with the same formula, charge and spin: 1.9 kcal per mole
Calculated total energy: -78714.9036 eV
Frontier orbital gap (alpha / beta): 3.96 / 4.55 eV